Here is a cluster of 3 separate species, C29H42ClIO11 in total from the Open Molecules 2025 dataset. Energies are from ωB97M-V with the def2-TZVPD basis set.

Its SMILES is CCC(=O)OCCc1c(I)c(CC(=O)Cl)cc2c1C(=O)C=CC2=O.COCCOCCOC.COCCOCCOC. The calculation puts the calculated total energy at -73896.414 eV. The largest force on an atom is 0.45 eV/A. For the relative energy (zero: lowest compared OMol25 entry of this formula, charge and spin), the calculation gives 0.0 kJ/mol. Its HOMO energy is -9.4 eV.

The geometry in XYZ format:
```
84
Properties=species:S:1:pos:R:3:forces:R:3
C -3.42615 -1.51967 0.05524 -0.162 -0.011 -0.089
C -1.98164 -1.14637 0.39977 -0.359 -0.184 0.014
C -1.06297 -2.30545 0.12818 -0.089 -0.150 -0.026
O -0.79356 -2.71457 -0.96578 0.066 -0.012 -0.085
O -0.60102 -2.87533 1.26772 0.076 0.224 0.101
C 0.52003 -3.74758 1.13593 0.128 -0.243 -0.033
C 1.85080 -2.96652 1.06598 0.137 -0.238 0.049
C 1.79189 -1.55203 1.58178 -0.022 0.228 -0.301
C 1.54647 -1.26760 2.92914 0.037 0.076 0.328
I 1.39944 -2.85970 4.29261 0.006 0.045 0.035
C 1.44835 0.03700 3.42090 -0.029 0.023 -0.044
C 1.17337 0.39926 4.86634 -0.106 -0.043 -0.096
C 2.45832 0.82611 5.54198 0.076 0.330 -0.089
O 3.01859 1.84948 5.33265 -0.054 -0.134 0.024
Cl 3.11543 -0.33085 6.70235 0.048 -0.152 0.126
C 1.63644 1.09652 2.54072 -0.012 -0.141 -0.189
C 1.95310 0.85227 1.21839 -0.085 -0.167 0.123
C 2.02162 -0.45881 0.73062 -0.087 0.059 0.127
C 2.33746 -0.58307 -0.73599 -0.041 0.105 0.047
O 1.87799 -1.43534 -1.45516 0.168 -0.183 -0.072
C 3.22071 0.48201 -1.29205 0.252 0.338 0.150
C 3.16383 1.72081 -0.80430 0.046 -0.229 -0.017
C 2.23628 2.01066 0.31611 0.002 -0.047 -0.037
O 1.75013 3.10148 0.50149 0.136 0.111 0.089
H -3.80475 -2.30776 0.70687 0.062 -0.017 0.037
H -4.08714 -0.66079 0.16611 0.042 0.040 0.042
H -3.50764 -1.86823 -0.97360 0.083 -0.006 -0.017
H -1.92215 -0.85003 1.44501 0.159 0.089 -0.011
H -1.66038 -0.33166 -0.24778 0.081 0.081 0.075
H 0.49735 -4.39399 2.00893 -0.115 0.108 0.002
H 0.42314 -4.37516 0.25276 -0.093 0.108 -0.099
H 2.19395 -2.97226 0.03952 -0.003 0.091 -0.019
H 2.59400 -3.50991 1.65768 -0.052 -0.027 0.015
H 0.67663 -0.39778 5.40818 0.077 -0.041 0.031
H 0.53601 1.28392 4.87977 -0.023 0.002 -0.003
H 1.56894 2.11663 2.89544 0.001 0.016 -0.040
H 3.87702 0.23378 -2.11822 -0.180 -0.074 -0.121
H 3.75326 2.53661 -1.20252 -0.127 0.046 -0.077
C -6.28138 -1.70326 4.41094 0.044 0.000 -0.088
O -7.15426 -1.46185 3.33288 -0.125 0.071 0.088
C -8.07671 -2.51899 3.14236 0.108 0.041 -0.033
C -9.21809 -2.08230 2.25373 -0.039 -0.057 -0.061
O -10.19814 -1.30092 2.91688 0.013 0.005 0.004
C -9.89140 0.06795 3.12734 -0.031 0.026 0.074
C -10.06035 0.93137 1.89843 0.095 0.050 -0.034
O -8.94409 0.80552 1.03659 -0.069 -0.144 -0.020
C -9.20816 1.30836 -0.25208 0.057 0.038 0.025
H -5.68851 -2.61127 4.24649 -0.002 -0.008 0.042
H -5.60879 -0.85095 4.48462 0.009 -0.003 -0.011
H -6.83227 -1.80324 5.35353 0.008 -0.040 -0.004
H -8.47846 -2.84971 4.10841 -0.016 -0.017 0.001
H -7.56284 -3.36833 2.66954 -0.024 -0.047 0.048
H -9.74483 -2.98283 1.93134 -0.003 0.007 -0.015
H -8.83755 -1.57289 1.36567 0.064 0.036 0.043
H -8.88994 0.19150 3.54523 0.035 0.006 -0.075
H -10.61611 0.40746 3.87004 0.009 -0.004 0.011
H -10.16095 1.98064 2.21086 -0.064 0.002 -0.016
H -10.97855 0.63563 1.37531 -0.021 0.003 0.010
H -10.02685 0.75905 -0.73172 -0.017 0.027 0.005
H -8.30419 1.18336 -0.84462 0.007 0.006 0.006
H -9.46734 2.37338 -0.22090 -0.020 -0.002 -0.010
C 10.07177 0.91957 -3.25977 0.024 -0.001 -0.076
O 8.97557 1.08278 -4.12938 -0.106 0.067 0.114
C 8.02277 0.04622 -3.99001 0.103 0.044 -0.066
C 6.70874 0.43209 -4.62844 -0.057 -0.080 -0.030
O 5.91818 1.30868 -3.83825 -0.036 0.001 0.061
C 6.30385 2.67555 -3.81228 -0.031 0.023 0.067
C 5.94468 3.44090 -5.06508 0.098 0.043 -0.060
O 6.88216 3.18939 -6.09419 -0.080 -0.137 0.007
C 6.40810 3.59755 -7.35654 0.063 0.041 0.011
H 10.59995 -0.02143 -3.45405 -0.002 -0.007 0.024
H 10.75378 1.74905 -3.43380 0.004 -0.003 -0.013
H 9.75131 0.93633 -2.21137 0.008 -0.035 0.001
H 7.85568 -0.17446 -2.92777 -0.017 -0.021 0.008
H 8.40063 -0.86332 -4.47836 -0.018 -0.044 0.059
H 6.11127 -0.47693 -4.72414 -0.012 0.011 -0.008
H 6.87101 0.83904 -5.62832 0.084 0.048 0.028
H 7.36678 2.78324 -3.58731 0.025 -0.001 -0.094
H 5.73588 3.11316 -2.98821 0.012 -0.009 0.010
H 5.93679 4.51579 -4.83473 -0.070 0.004 -0.002
H 4.93740 3.14856 -5.38837 -0.023 0.005 0.016
H 5.49819 3.05217 -7.63324 -0.015 0.028 0.005
H 7.18643 3.37934 -8.08461 0.009 0.006 0.006
H 6.19569 4.67301 -7.37543 -0.022 -0.002 -0.006
```
Forces are in eV/Å.

Here is an isolated molecule of C7H9ClO3 from the Open Molecules 2025 dataset. Energies are from ωB97M-V with the def2-TZVPD basis set.

Its SMILES is CC1(C)OC(=O)[C@@](C)(Cl)C1=O. The calculation puts the calculated total energy at -26068.755 eV. The largest force on an atom is 4.84 eV/A. For the relative energy (zero: lowest compared OMol25 entry of this formula, charge and spin), the calculation gives 0.0 kJ/mol. Its HOMO energy is -9.6 eV.

The geometry in XYZ format:
```
20
Properties=species:S:1:pos:R:3:forces:R:3
C -1.87176 0.27669 -0.04809 0.684 1.866 -0.019
C -0.48076 0.22942 0.54207 -1.282 -0.285 0.613
C -0.60839 -0.00911 2.10469 0.806 -2.015 -2.580
O 0.19825 1.45688 0.20891 0.408 -0.397 0.549
C 1.49868 1.30892 -0.22685 -1.816 -1.436 0.667
O 2.10547 2.21653 -0.65139 0.888 1.581 -0.260
C 1.90177 -0.14920 -0.28510 -2.026 -0.650 -0.019
C 2.66439 -0.31132 -1.58348 1.185 2.758 1.819
Cl 2.93628 -0.57138 1.08579 -0.053 -0.096 0.339
C 0.26472 -0.88442 -0.04218 4.363 1.721 -1.179
O -0.06572 -1.95689 -0.37184 -0.345 -1.162 -0.086
H -1.90944 0.90392 -0.92819 0.246 -0.117 -0.510
H -2.43337 0.83346 0.66709 -1.062 0.019 0.507
H -2.23898 -0.68272 -0.25886 -0.673 -1.250 -0.030
H -1.13485 0.87724 2.34984 -0.078 0.615 1.465
H 0.41996 -0.22856 2.37312 0.054 0.890 1.117
H -1.13520 -0.99244 2.30488 0.078 1.423 -0.368
H 2.03817 -0.02468 -2.36849 -1.031 -0.059 -1.541
H 3.09810 -1.25263 -1.64974 0.708 -1.638 -0.456
H 3.45830 0.54384 -1.55727 -1.054 -1.770 -0.028
```
Forces are in eV/Å.

Here is an isolated molecule of C3H9N3O from the Open Molecules 2025 dataset. Energies are from ωB97M-V with the def2-TZVPD basis set.

Its SMILES is C[N@@H+](N)/C([O-])=C\N. The calculation puts the calculated total energy at -9771.454 eV. The largest force on an atom is 3.23 eV/A. For the relative energy (zero: lowest compared OMol25 entry of this formula, charge and spin), the calculation gives 394.2 kJ/mol. Its HOMO energy is -7.7 eV.

The geometry in XYZ format:
```
16
Properties=species:S:1:pos:R:3:forces:R:3
C 1.01117 1.71420 0.47923 -0.049 0.140 0.014
N 0.53242 0.45111 -0.06862 -1.957 -0.812 -0.830
N 1.61767 -0.37561 -0.50157 0.170 0.013 -0.320
C -0.49971 -0.29110 0.94269 -0.349 1.020 -0.332
O -0.28947 -0.17177 2.12481 0.085 -0.164 0.016
C -1.55684 -0.59762 0.08593 -0.811 -0.986 0.789
N -1.27059 -1.26925 -1.17390 -0.031 0.399 -0.227
H 1.81666 2.09787 -0.14430 -0.067 -0.056 -0.022
H 0.18568 2.42316 0.51030 -0.006 -0.051 0.032
H 1.36142 1.54257 1.50100 -0.037 -0.034 -0.117
H -0.42669 0.50003 -0.73571 3.107 0.283 0.815
H 1.19754 -1.18847 -0.94925 -0.119 0.194 0.001
H 2.09802 -0.71444 0.33419 -0.199 0.154 -0.011
H -2.49802 -0.85185 0.56840 0.085 -0.135 0.121
H -1.94019 -0.98959 -1.88241 0.134 -0.065 0.016
H -1.33908 -2.27924 -1.09078 0.044 0.102 0.055
```
Forces are in eV/Å.

Here is a cluster of 2 separate species, C17H19NO in total from the Open Molecules 2025 dataset. Energies are from ωB97M-V with the def2-TZVPD basis set.

Its SMILES is Cc1c[nH]c2ccccc12.CCc1ccc(O)cc1. The calculation puts the calculated total energy at -21474.556 eV. The largest force on an atom is 1.83 eV/A. For the relative energy (zero: lowest compared OMol25 entry of this formula, charge and spin), the calculation gives 162.1 kJ/mol. Its HOMO energy is -7.9 eV.

The geometry in XYZ format:
```
38
Properties=species:S:1:pos:R:3:forces:R:3
C 1.82778 0.26454 -3.94304 -0.752 0.792 0.109
C 0.49739 0.26162 -3.22788 0.983 -0.777 -0.407
C -0.31654 -0.81647 -3.06063 -0.388 0.115 0.014
N -1.45838 -0.43576 -2.39841 -0.489 -0.170 0.563
C -1.37527 0.88203 -2.06735 0.886 0.626 -1.344
C -2.28074 1.72810 -1.46300 -1.265 -0.017 0.665
C -1.99911 3.06308 -1.28911 0.874 -0.380 -0.539
C -0.80063 3.55654 -1.83884 -0.573 0.332 0.200
C 0.08781 2.73603 -2.49458 1.050 -0.096 0.438
C -0.15110 1.36708 -2.62748 -1.458 0.275 1.066
H 2.63261 -0.17323 -3.35999 0.069 -0.150 -0.059
H 2.07046 1.31315 -4.13565 0.261 -0.118 -0.031
H 1.71463 -0.20455 -4.91691 0.274 -0.249 0.006
H -0.19649 -1.85062 -3.31837 0.162 -0.129 -0.269
H -2.32462 -0.93818 -2.34159 0.160 -0.356 0.081
H -3.25529 1.37398 -1.14356 0.112 -0.264 0.185
H -2.65111 3.69282 -0.70372 -0.163 0.122 -0.225
H -0.64364 4.62314 -1.77259 0.424 0.039 0.112
H 1.08638 3.08742 -2.72340 -0.141 0.382 -0.491
C 3.06940 -1.83385 2.20894 -0.065 0.978 -0.544
C 1.81362 -1.81093 1.30653 0.196 0.013 -0.449
C 0.55812 -1.47276 2.06464 0.544 0.000 -0.244
C 0.17759 -0.13454 2.14355 -0.847 0.050 0.301
C -0.82155 0.25628 3.03023 -0.081 -0.372 -0.213
C -1.58878 -0.71950 3.66754 -0.367 0.621 -0.728
O -2.80267 -0.38396 4.21781 0.272 0.077 0.572
C -1.26819 -2.05211 3.51345 -0.003 -0.694 0.233
C -0.16330 -2.43187 2.76469 -0.219 1.315 0.058
H 2.77741 -1.95973 3.24879 0.285 -0.377 0.038
H 3.56167 -0.85958 2.12251 -0.123 0.049 0.300
H 3.83342 -2.52384 1.85587 -0.215 -0.406 0.267
H 1.93788 -1.04686 0.53559 0.104 -0.004 -0.034
H 1.75077 -2.74452 0.75294 -0.302 -0.286 0.139
H 0.47137 0.58817 1.38916 0.749 0.046 0.361
H -1.08410 1.30132 3.15642 -0.096 0.009 -0.240
H -2.88752 0.58114 4.23495 0.057 -0.351 -0.018
H -1.88719 -2.82593 3.94858 -0.138 0.150 0.118
H 0.08793 -3.45766 2.66388 0.221 -0.796 0.010
```
Forces are in eV/Å.